DFT (the ωB97M-V functional and the def2-TZVPD basis) results for a molecular structure, C3H18AsB3F6NaOSn2 at a distorted geometry.

HOMO energy: -11.49 eV
Kohn-Sham gap: 2.69 eV
total energy: -100673.9228 eV

ORCA input file:
```
! RIJCOSX wB97M-V def2-TZVPD def2/J DEFGRID3
* xyz 1 1
Na 8.34 1.90 5.12
Sn 15.13 2.01 4.52
Sn 12.21 3.78 11.76
B 10.94 0.75 2.35
H 11.74 0.45 1.69
H 9.94 0.55 1.98
H 11.14 0.37 3.34
H 10.93 1.82 2.44
B 11.32 4.48 6.87
H 12.37 4.60 6.63
H 10.75 4.69 5.98
H 11.19 3.46 7.19
H 11.03 5.18 7.64
B 15.82 1.42 9.38
H 14.83 1.53 8.98
H 16.20 2.44 9.39
H 15.79 0.95 10.35
H 16.43 0.78 8.76
As 8.13 -1.16 10.53
F 7.98 -1.67 12.27
F 6.38 -1.22 10.12
F 8.42 -0.62 8.86
F 9.88 -1.05 10.98
F 8.22 -2.84 10.01
F 8.00 0.64 11.04
C 5.73 8.63 10.93
C 7.12 8.41 10.32
O 7.77 7.51 10.76
C 7.57 9.35 9.13
H 5.50 7.76 11.55
H 4.99 8.78 10.15
H 5.70 9.50 11.58
H 7.08 10.31 9.34
H 6.97 9.03 8.27
H 8.64 9.31 8.92
*
```